Version 1
Entry from the OMol25 dataset: 9 unconnected molecules or ions with the total composition C36H63N9 (the ωB97M-V functional and the def2-TZVPD basis).

For the LUMO energy (spin up / spin down), the calculation gives -3.308 / -10.338 eV. As for the molecular weight: 621.96 g/mol. The frontier orbital gap (spin up / spin down) is 9.53 / 2.50 eV. As for the total charge: +1. The spin multiplicity is 2.

Geometry as XYZ:
```
108
C36H63N9 the ωB97M-V functional and the def2-TZVPD basis
C -0.358 0.592 -0.095
C 1.048 0.295 -0.694
C 1.584 -1.059 -0.448
C 1.747 -1.341 0.988
N 1.933 -1.605 2.121
H -0.465 1.676 -0.090
H -0.380 0.310 0.958
H -1.151 0.042 -0.603
H 1.841 0.924 -0.289
H 1.058 0.370 -1.781
H 2.604 -1.059 -0.833
H 1.091 -1.900 -0.935
C 4.173 3.813 2.816
C 3.279 4.676 1.896
C 3.033 3.978 0.516
C 2.070 4.721 -0.382
N 1.329 5.239 -1.141
H 5.155 3.616 2.384
H 3.762 2.862 3.153
H 4.413 4.330 3.745
H 3.650 5.685 1.716
H 2.298 4.746 2.364
H 2.645 2.994 0.779
H 3.915 3.957 -0.124
C -1.052 -6.983 1.748
C -0.870 -5.653 2.561
C 0.418 -4.869 2.185
C 0.614 -4.717 0.767
N 0.683 -4.580 -0.399
H -0.187 -7.588 2.021
H -0.973 -6.753 0.685
H -1.992 -7.491 1.963
H -0.922 -5.752 3.645
H -1.738 -5.046 2.304
H 1.303 -5.349 2.603
H 0.486 -3.880 2.636
C 2.962 -0.166 -4.492
C 4.453 0.138 -4.327
C 4.852 0.655 -2.946
C 4.037 1.755 -2.499
N 3.401 2.656 -2.168
H 2.622 -1.060 -3.970
H 2.835 -0.376 -5.555
H 2.302 0.670 -4.261
H 4.798 0.821 -5.104
H 5.109 -0.705 -4.542
H 5.914 0.877 -3.054
H 4.803 -0.154 -2.216
C -1.717 -1.124 3.520
C -2.250 -2.396 4.228
C -1.303 -3.012 5.322
C -0.795 -2.055 6.314
N -0.363 -1.262 7.080
H -1.365 -0.357 4.209
H -2.486 -0.721 2.860
H -0.897 -1.272 2.817
H -2.419 -3.180 3.488
H -3.142 -2.167 4.810
H -0.385 -3.399 4.880
H -1.818 -3.817 5.847
C -1.801 2.563 5.598
C -2.606 3.432 4.603
C -2.479 2.980 3.139
C -1.043 3.079 2.684
N 0.049 3.164 2.313
H -2.116 1.521 5.650
H -1.833 2.888 6.638
H -0.736 2.611 5.372
H -2.244 4.455 4.706
H -3.671 3.491 4.828
H -3.116 3.526 2.443
H -2.820 1.945 3.141
C 2.001 -5.892 -5.413
C 1.965 -5.611 -3.914
C 2.028 -4.146 -3.353
C 0.827 -3.369 -3.525
N -0.124 -2.757 -3.695
H 1.252 -5.361 -6.000
H 1.736 -6.936 -5.585
H 2.940 -5.695 -5.930
H 2.774 -6.218 -3.507
H 1.061 -6.024 -3.464
H 2.848 -3.664 -3.885
H 2.266 -3.999 -2.300
C -3.580 4.841 -0.888
C -2.148 5.300 -0.569
C -1.919 6.176 0.700
C -2.671 7.436 0.706
N -3.260 8.446 0.653
H -3.947 4.097 -0.181
H -3.542 4.371 -1.871
H -4.275 5.681 -0.883
H -1.768 5.789 -1.466
H -1.638 4.352 -0.395
H -0.868 6.459 0.765
H -2.313 5.607 1.541
C -2.623 -0.440 -2.799
C -3.343 -1.175 -3.886
C -3.657 -0.270 -5.122
C -4.364 0.969 -4.790
N -4.908 1.949 -4.517
H -2.690 -1.084 -1.922
H -3.113 0.508 -2.575
H -1.613 -0.135 -3.075
H -4.302 -1.512 -3.491
H -2.811 -2.101 -4.103
H -4.277 -0.867 -5.791
H -2.722 0.071 -5.565
```

---

Version 2
Entry from the OMol25 dataset: 9 unconnected molecules or ions with the total composition C36H63N9 (the ωB97M-V functional and the def2-TZVPD basis).

For the LUMO energy (spin up / spin down), the calculation gives -2.177 / -10.060 eV. As for the molecular weight: 621.96 g/mol. The frontier orbital gap (spin up / spin down) is 10.65 / 2.76 eV. As for the total charge: +1. The spin multiplicity is 2.

Geometry as XYZ:
```
108
C36H63N9 the ωB97M-V functional and the def2-TZVPD basis
C -0.512 1.572 2.686
C -1.045 1.290 1.334
C 0.177 0.721 0.609
C -0.008 0.417 -0.818
N -0.128 0.212 -1.961
H -0.598 2.567 3.122
H 0.419 1.159 3.074
H -1.216 0.938 3.224
H -1.440 2.216 0.914
H -1.926 0.650 1.281
H 0.485 -0.244 1.010
H 0.963 1.443 0.830
C -3.037 -1.257 -6.362
C -3.138 0.027 -5.627
C -2.974 -0.017 -4.099
C -3.753 -1.006 -3.319
N -4.424 -1.785 -2.681
H -3.214 -1.009 -7.408
H -3.759 -2.019 -6.069
H -2.013 -1.630 -6.319
H -4.051 0.556 -5.900
H -2.330 0.704 -5.906
H -3.103 0.950 -3.612
H -1.943 -0.255 -3.838
C -0.483 -3.261 -2.342
C -0.606 -4.415 -3.433
C -2.042 -4.625 -3.814
C -3.101 -4.899 -2.767
N -3.934 -5.066 -2.009
H -1.397 -3.181 -1.753
H -0.347 -2.290 -2.818
H 0.391 -3.330 -1.696
H -0.122 -5.241 -2.912
H 0.075 -4.136 -4.238
H -2.106 -5.355 -4.621
H -2.213 -3.800 -4.506
C -0.319 -2.012 9.075
C -0.872 -2.323 7.686
C 0.124 -2.107 6.558
C 0.246 -0.715 6.150
N 0.375 0.370 5.779
H -0.090 -0.963 9.263
H 0.590 -2.614 9.081
H -1.050 -2.482 9.733
H -1.692 -1.607 7.621
H -1.150 -3.372 7.589
H -0.274 -2.425 5.594
H 1.152 -2.389 6.784
C 1.634 4.306 -4.069
C 0.710 3.947 -2.881
C 0.027 5.163 -2.148
C -1.215 4.589 -1.578
N -2.156 4.073 -1.215
H 2.539 4.750 -3.653
H 1.320 5.062 -4.790
H 2.040 3.467 -4.635
H 0.997 3.231 -2.111
H -0.002 3.294 -3.386
H -0.154 5.812 -3.005
H 0.619 5.653 -1.375
C 2.892 3.571 1.768
C 3.046 5.028 1.708
C 1.584 5.624 1.600
C 1.563 7.076 1.917
N 1.606 8.213 2.185
H 2.288 3.168 0.954
H 2.296 3.387 2.662
H 3.863 3.076 1.763
H 3.725 5.336 0.913
H 3.478 5.428 2.626
H 0.860 5.026 2.153
H 1.172 5.657 0.591
C -2.219 -1.767 3.476
C -3.380 -2.705 4.022
C -3.593 -3.985 3.250
C -3.720 -3.848 1.814
N -3.862 -3.740 0.641
H -1.255 -2.217 3.242
H -2.064 -0.858 4.058
H -2.574 -1.303 2.555
H -4.295 -2.120 4.111
H -3.129 -2.997 5.042
H -4.231 -4.728 3.728
H -2.703 -4.613 3.261
C 3.567 0.267 -4.823
C 2.162 0.384 -4.300
C 1.093 0.668 -5.392
C 0.759 -0.385 -6.383
N 0.506 -1.190 -7.192
H 3.636 -0.624 -5.447
H 4.329 0.225 -4.046
H 3.916 1.106 -5.426
H 2.092 1.111 -3.491
H 1.889 -0.478 -3.690
H 1.323 1.613 -5.882
H 0.180 0.736 -4.800
C 2.532 -0.937 3.442
C 3.529 -1.922 2.802
C 3.467 -1.951 1.250
C 3.534 -0.631 0.651
N 3.532 0.477 0.224
H 2.557 0.082 3.056
H 2.874 -0.879 4.475
H 1.524 -1.352 3.477
H 3.324 -2.908 3.221
H 4.500 -1.643 3.212
H 2.530 -2.344 0.854
H 4.350 -2.443 0.843
```

---

Most stable: version 1. Least stable: version 2.

---

Version 1
Entry from the OMol25 dataset: a gas-phase ion, C2H6N3O2 (charge -1) (the ωB97M-V functional and the def2-TZVPD basis).

For the LUMO energy, the calculation gives 4.236 eV. As for the molecular weight: 104.09 g/mol. The frontier orbital gap is 6.98 eV. As for the total charge: -1. The SMILES is CC[N-][N+](=O)[N-]O.

Geometry as XYZ:
```
13
C2H6N3O2 the ωB97M-V functional and the def2-TZVPD basis
C -0.898 -0.619 -1.973
C -0.701 -0.516 -0.460
N 0.131 0.590 -0.195
N 0.678 0.672 1.008
O 0.513 -0.247 1.939
N 1.464 1.679 1.254
O 1.918 1.597 2.606
H 0.171 -0.466 -2.380
H -1.378 -1.583 -2.278
H -1.549 0.157 -2.291
H -0.033 -1.502 -0.178
H -1.696 -0.543 0.104
H 1.380 0.781 2.843
```

---

Version 2
Entry from the OMol25 dataset: 2 unconnected molecules or ions with the total composition C2H6N3O2 (the ωB97M-V functional and the def2-TZVPD basis).

For the LUMO energy, the calculation gives 4.280 eV. As for the molecular weight: 104.09 g/mol. The frontier orbital gap is 8.75 eV. As for the total charge: -1.

Geometry as XYZ:
```
13
C2H6N3O2 the ωB97M-V functional and the def2-TZVPD basis
N -0.655 -0.858 0.802
C -1.198 0.423 1.005
N -0.799 1.341 0.054
N -2.033 0.770 1.936
H -0.897 -1.534 1.521
H 0.052 -1.099 0.067
H 0.075 1.118 -0.443
H -1.360 2.149 -0.099
H -2.332 -0.016 2.486
O 1.470 -1.542 -0.788
C 1.789 -0.594 -1.553
O 1.388 0.595 -1.381
H 2.468 -0.785 -2.437
```

---

Most stable: version 2. Least stable: version 1.

---

Version 1
Entry from the OMol25 dataset: 2 unconnected molecules or ions with the total composition C5H10O (the ωB97M-V functional and the def2-TZVPD basis).

For the LUMO energy (spin up / spin down), the calculation gives 3.969 / 3.938 eV. As for the molecular weight: 86.13 g/mol. The frontier orbital gap (spin up / spin down) is 3.37 / 6.94 eV. As for the total charge: -1. The spin multiplicity is 2.

Geometry as XYZ:
```
16
C5H10O the ωB97M-V functional and the def2-TZVPD basis
C -1.493 -1.752 0.431
C -0.342 -1.846 1.451
C 0.183 -0.722 1.956
H -1.297 -0.912 -0.233
H -2.318 -1.529 1.098
H -1.617 -2.713 -0.057
H -0.035 -2.772 1.928
H 0.633 -0.626 2.938
H 0.086 0.230 1.438
O 0.939 2.034 -0.116
C 0.778 1.093 -0.941
C 0.261 1.273 -2.372
H 0.669 0.038 -0.573
H 1.084 1.601 -3.009
H -0.051 0.264 -2.660
H -0.674 1.862 -2.417
```

---

Version 2
Entry from the OMol25 dataset: 2 unconnected molecules or ions with the total composition C5H10O (the ωB97M-V functional and the def2-TZVPD basis).

For the LUMO energy (spin up / spin down), the calculation gives 3.810 / 3.770 eV. As for the molecular weight: 86.13 g/mol. The frontier orbital gap (spin up / spin down) is 3.76 / 6.21 eV. As for the total charge: -1. The spin multiplicity is 2.

Geometry as XYZ:
```
16
C5H10O the ωB97M-V functional and the def2-TZVPD basis
C -0.205 -0.548 -1.493
C 0.199 0.501 -0.463
C 1.428 1.087 -0.659
C -0.527 1.730 1.555
C -0.781 0.821 0.526
H -0.223 -0.117 -2.477
H -1.186 -0.971 -1.272
H 0.545 -1.345 -1.465
H 2.029 0.717 -1.477
H 1.863 1.819 0.010
H 0.346 2.366 1.464
H -1.279 2.005 2.273
H -1.741 0.367 0.319
H -0.447 -2.179 0.605
H 0.130 -3.572 1.179
O -0.150 -2.680 1.374
```

---

Version 3
Entry from the OMol25 dataset: 2 unconnected molecules or ions with the total composition C5H10O (the ωB97M-V functional and the def2-TZVPD basis).

For the LUMO energy (spin up / spin down), the calculation gives 4.028 / 3.829 eV. As for the molecular weight: 86.13 g/mol. The frontier orbital gap (spin up / spin down) is 3.30 / 6.63 eV. As for the total charge: -1. The spin multiplicity is 2.

Geometry as XYZ:
```
16
C5H10O the ωB97M-V functional and the def2-TZVPD basis
C -0.718 0.174 -0.543
C -0.752 -1.090 -1.176
C -1.138 0.408 0.888
C -0.217 -0.245 1.859
C 0.138 0.277 3.045
H -0.594 1.002 -1.236
H -1.245 -1.100 -2.144
H -0.668 -1.977 -0.555
H -2.216 0.134 0.906
H -1.171 1.502 0.901
H 0.204 -1.183 1.502
H 1.012 0.008 3.620
H -0.695 0.752 3.523
H 2.103 0.494 -3.964
H 3.154 -0.021 -3.219
O 2.804 0.866 -3.404
```

---

Most stable: version 2. Least stable: version 3.

---

Version 1
Entry from the OMol25 dataset: a single C5H6S3 molecule (the ωB97M-V functional and the def2-TZVPD basis).

For the LUMO energy, the calculation gives -0.689 eV. As for the molecular weight: 162.30 g/mol. The frontier orbital gap is 7.41 eV. As for the total charge: 0. The SMILES is CC1=C(C=S)SCS1.

Geometry as XYZ:
```
14
C5H6S3 the ωB97M-V functional and the def2-TZVPD basis
C 1.012 0.097 -1.702
C 0.496 0.405 -0.231
C -0.733 -0.168 -0.086
C -1.365 -1.374 -0.606
S -2.633 -2.095 -0.185
S -1.488 0.464 1.432
C 0.154 0.991 2.209
S 1.265 1.512 0.809
H 0.372 -0.817 -1.978
H 0.702 0.983 -2.622
H 2.251 -0.093 -1.483
H -0.733 -1.921 -1.297
H 0.016 1.798 3.050
H 0.684 0.218 2.690
```

---

Version 2
Entry from the OMol25 dataset: a single C5H6S3 molecule (the ωB97M-V functional and the def2-TZVPD basis).

For the LUMO energy, the calculation gives -0.948 eV. As for the molecular weight: 162.30 g/mol. The frontier orbital gap is 7.41 eV. As for the total charge: 0. The SMILES is CC1=C(C=S)SCS1.

Geometry as XYZ:
```
14
C5H6S3 the ωB97M-V functional and the def2-TZVPD basis
C -0.456 1.859 0.019
C -0.510 0.344 -0.210
C 0.636 -0.264 -0.262
C 1.943 0.312 -0.361
S 3.293 -0.642 -0.149
S 0.558 -2.094 -0.306
C -1.171 -1.959 0.290
S -2.072 -0.566 -0.428
H 0.575 2.359 -0.054
H -1.286 2.296 -0.611
H -0.827 1.917 1.070
H 2.122 1.389 -0.356
H -1.684 -2.957 0.006
H -1.120 -1.994 1.350
```

---

Most stable: version 2. Least stable: version 1.